No. 1
ORCA calculation (ωB97M-V with the def2-TZVPD basis set) on a structure of composition C3H2ClNO at a distorted geometry.

The geometry in XYZ format:
```
8
Properties=species:S:1:pos:R:3:forces:R:3:lowdin_charge:R:1
N -0.70357 1.46992 0.22921 -0.301 1.083 0.037 0.03
H -0.06773 0.44097 -1.55734 0.031 0.011 -0.789 0.08
C -0.90057 0.52841 -0.89743 0.548 -1.106 3.218 0.08
O 1.88825 -0.56171 -0.08332 -0.307 0.203 0.939 0.03
C 0.92707 -0.46148 0.63866 1.395 -1.908 -0.994 -0.85
C 0.10833 0.66379 0.73455 -2.113 0.286 -1.853 -0.10
H -1.69009 -0.24995 -0.77456 0.736 0.812 -0.316 0.11
Cl 0.43831 -1.82994 1.71023 0.013 0.620 -0.242 0.63
```
Positions in Å, forces in eV/Å.

## Properties
ΔE to the lowest compared entry with this formula, charge and spin: 89.3 kcal per mole
net charge: 0
gap between HOMO and LUMO (spin up / spin down): 8.154 / 7.945 eV
E_LUMO (spin up / spin down): -1.03 / -1.33 eV



No. 2
ORCA calculation (ωB97M-V with the def2-TZVPD basis set) on a structure of composition C48H64NO3P3S2SiTi at a distorted geometry.

The geometry in XYZ format:
```
123
Properties=species:S:1:pos:R:3:forces:R:3:lowdin_charge:R:1
C 0.45476 3.77674 -0.68267 -0.053 -0.040 0.215 -0.12
H -4.81844 -2.44426 -2.03237 -0.030 -0.140 -0.016 0.07
H -2.15733 -4.23092 -4.71221 0.027 -0.099 -0.036 0.10
H 1.61340 1.38563 0.66356 -0.274 -0.357 0.049 0.05
C -1.67318 -2.19668 -2.05170 0.179 -0.035 0.047 -0.41
C -2.30442 2.32336 -1.03477 0.174 -0.263 0.262 -0.37
C 2.97973 -1.73538 -3.28800 0.166 0.155 -0.006 -0.11
H -5.50958 -2.14649 0.28512 -0.034 -0.086 0.062 0.07
C 3.77300 -1.20160 3.31510 -0.066 0.029 -0.085 -0.02
H -1.76179 5.30539 -0.66929 -0.060 0.046 -0.073 0.07
H 5.12343 -0.42327 4.75896 0.070 -0.003 0.110 0.11
H 1.15850 -5.07956 -0.70819 0.011 -0.021 -0.063 0.11
H 2.04017 -2.05958 -2.84298 -0.121 -0.119 -0.016 0.06
H 2.76366 -0.96981 -4.02792 -0.081 -0.020 -0.126 0.06
C 2.89591 1.36558 2.99268 -0.082 -0.061 -0.086 -0.04
H -2.57970 -3.25210 2.43114 0.083 -0.026 0.060 0.05
C -0.50977 3.96666 0.48354 0.137 -0.442 0.208 -0.51
H 5.14329 1.30505 -1.69876 -0.103 -0.004 -0.002 0.09
C -0.80403 -1.26167 -2.62364 0.244 0.009 0.596 -0.31
H -4.12841 1.81695 -4.40936 -0.038 -0.022 -0.109 0.11
C -1.23105 5.29783 0.27940 -0.071 -0.213 0.202 -0.10
H -0.48575 6.09466 0.24547 0.023 0.025 -0.014 0.08
C -2.41078 -3.69300 0.32200 0.347 0.246 0.326 -0.49
H 0.07803 -2.91427 -0.92581 0.179 -0.124 0.158 0.05
H 3.45776 -2.96051 -1.05001 -0.014 -0.067 0.038 0.05
H 4.94866 3.22966 -0.20283 0.053 0.087 0.069 0.08
C -3.80096 -4.31831 0.24853 0.129 0.204 -0.241 -0.10
H 0.05641 4.02469 1.42435 -0.032 -0.045 -0.096 0.10
C -1.90379 -3.78201 1.76030 0.174 0.000 -0.012 -0.13
S -2.51689 -0.43002 2.46477 0.019 -0.247 -0.433 0.51
C 1.48042 -4.25671 -0.08312 0.040 -0.003 0.090 -0.08
C 3.90975 -1.21020 -2.20167 -0.194 -0.007 0.215 -0.52
C 1.17429 -1.93623 0.63553 -0.039 -0.460 0.055 -0.21
H -4.79823 3.70719 2.33015 -0.022 0.005 0.047 0.08
C 2.50798 -4.41394 0.82767 -0.145 -0.097 -0.091 -0.09
H -4.27529 -4.16163 -0.71572 -0.177 -0.028 -0.083 0.05
O -0.34589 1.02199 3.41618 0.000 -0.397 0.252 -0.42
H -4.65145 3.78682 -2.99533 -0.120 0.058 -0.020 0.11
C -1.89817 1.29171 -1.89020 0.315 -0.206 0.387 -0.31
H -2.30576 0.32284 -3.75407 0.004 -0.073 -0.083 0.10
H -3.71303 -5.39338 0.41064 0.019 -0.022 0.029 0.09
H 4.36229 1.92786 4.44733 0.010 0.078 0.068 0.11
P 3.03224 0.11097 -1.18022 1.249 0.298 -0.803 1.14
C 2.61788 2.39641 -4.59713 0.137 -0.003 -0.028 -0.07
H 0.26031 -0.72978 -4.39688 0.106 0.051 -0.077 0.10
C 3.14549 1.68865 -3.53440 0.024 0.084 -0.094 -0.10
H -3.55450 -0.02836 -0.63740 -0.083 -0.267 -0.051 0.08
H -1.94554 4.43781 2.96298 0.008 0.143 -0.029 0.07
C -0.41187 -1.44328 -3.94443 -0.023 0.075 -0.096 -0.10
H 1.15137 4.61173 -0.73584 0.130 0.034 -0.007 0.09
H 1.02170 2.85021 -0.60938 0.109 -0.013 -0.078 0.03
H -3.90446 4.66567 1.16276 -0.042 0.075 -0.069 0.06
C -2.29278 3.41923 3.12077 0.155 -0.248 -0.064 -0.12
H -1.72839 -4.27550 -0.31166 -0.084 0.226 0.022 0.10
H 0.81134 3.03456 -5.55880 -0.046 0.073 -0.022 0.10
H 2.50831 2.37005 2.87231 -0.013 0.049 0.009 0.12
C 2.32328 1.07793 -2.58896 0.083 -0.032 0.337 -0.40
C 4.08809 2.57333 -0.32832 0.008 -0.106 -0.293 -0.11
H 5.97320 -0.29370 -0.09829 0.085 -0.119 0.019 0.06
P -2.17637 -1.91825 -0.30258 -0.681 -0.535 -1.036 1.05
C 0.93144 1.15869 -2.71762 0.029 -0.203 0.726 -0.29
C -3.91149 3.06599 -2.68240 -0.067 0.104 0.034 -0.06
H -0.10432 3.74084 -1.61592 0.041 -0.021 -0.130 0.08
C -4.48763 -1.40988 -1.98303 0.240 0.177 0.044 -0.10
C 5.44829 0.57841 0.28050 -0.038 -0.075 -0.188 -0.10
C 0.85272 -3.02253 -0.17532 -0.071 0.015 -0.268 -0.15
C -1.75929 -3.41431 -4.12736 -0.066 -0.103 0.003 -0.07
H 3.42058 3.02578 -1.05849 -0.085 0.139 0.006 0.06
H -3.81364 -1.22217 -2.81164 -0.078 0.014 -0.089 0.06
H -1.85620 -4.82613 2.06992 -0.001 -0.084 0.017 0.09
H 3.76676 -3.48427 2.22650 0.017 0.072 0.045 0.10
C -3.60427 1.97993 -3.47934 0.088 0.006 -0.059 -0.07
H 4.21977 1.60888 -3.45991 0.110 -0.034 0.062 0.10
N 1.24513 0.74660 1.37241 0.526 1.058 0.133 -0.06
H -1.45946 2.80906 3.46108 -0.018 0.114 0.078 0.04
C 3.91911 1.12096 3.88501 -0.053 -0.023 -0.039 -0.07
C 2.26867 -2.08925 1.51791 -0.072 -0.370 -0.196 -0.19
H -5.58320 -0.39413 0.41440 -0.118 0.052 0.014 0.08
P -1.53488 2.37097 0.64082 -0.671 1.195 -0.334 1.11
S -0.86151 -0.35371 3.55807 -0.887 0.753 2.401 0.16
H -0.60497 -2.60276 -5.73608 0.076 -0.023 -0.075 0.10
H -1.92422 5.52894 1.08255 -0.083 0.041 0.019 0.05
C 2.77217 -0.97955 2.35824 0.056 0.394 0.125 -0.12
H 4.87701 0.28531 1.15729 -0.033 -0.037 0.164 0.05
H -3.51315 4.08788 -0.87556 -0.107 0.076 0.127 0.07
H 3.43749 -2.58386 -3.79401 0.016 -0.151 -0.047 0.08
C -2.58324 1.13178 -3.09435 -0.088 -0.107 -0.063 -0.13
H 6.19722 1.30874 0.59023 0.056 0.027 0.034 0.08
H -0.63835 1.96740 -3.92411 -0.060 0.103 -0.057 0.08
C 4.33281 -2.37300 -1.30926 0.068 0.210 -0.028 -0.11
H -4.43768 -3.91299 1.02861 -0.118 0.008 0.034 0.07
C 1.24486 2.49892 -4.72583 -0.041 -0.055 -0.053 -0.07
H 3.27118 2.85658 -5.32445 0.077 0.042 -0.040 0.10
C -4.14834 3.64678 1.45573 0.151 -0.165 -0.117 -0.11
Si -0.30371 0.23027 -1.51251 -0.235 0.088 -1.623 0.71
H 4.79277 -2.03514 -0.38488 0.085 -0.059 0.114 0.05
C 0.42823 1.88601 -3.79512 -0.227 0.024 -0.122 -0.11
C -2.13254 -3.27439 -2.80224 -0.023 0.004 0.055 -0.10
C 2.91467 -3.33100 1.58287 -0.073 0.227 -0.020 -0.04
C -2.92286 2.82733 1.85838 0.124 -0.378 -0.014 -0.54
O -1.04422 -0.79824 4.90699 0.131 -0.016 -0.296 -0.30
C 4.34248 -0.18569 4.05358 0.039 0.040 -0.015 -0.07
H -4.71092 3.16061 0.66245 -0.077 0.081 -0.044 0.06
H 0.60411 1.25512 2.01626 0.480 0.389 -0.157 0.03
O 0.03398 -1.25867 2.75904 0.919 -0.669 0.474 -0.48
H 4.79555 -0.75352 -2.66104 -0.091 0.073 0.038 0.11
H -3.03444 3.43725 3.91753 -0.077 0.033 0.073 0.09
C -3.26640 3.22973 -1.47074 -0.037 0.182 -0.008 -0.10
C 2.32487 0.34437 2.23805 0.877 -0.293 0.357 -0.25
C -3.85241 -1.08783 -0.63231 0.194 0.192 0.228 -0.49
H 3.01382 -5.36195 0.93555 0.048 -0.084 -0.004 0.11
C -4.91523 -1.25295 0.45220 0.228 0.094 0.134 -0.13
C 4.54736 1.19335 -0.78721 -0.307 -0.077 0.024 -0.53
H 4.12685 -2.20025 3.50884 -0.021 -0.069 -0.048 0.10
H -4.46982 -1.28406 1.44202 -0.289 -0.155 0.092 -0.02
H -3.30563 1.83029 2.11774 0.186 0.353 -0.013 0.01
Ti -0.32002 -0.48733 0.99196 -1.961 0.070 -1.192 0.60
H -5.36209 -0.77211 -2.10228 -0.123 0.060 -0.017 0.09
H -0.90406 -3.35036 1.85992 -0.155 -0.137 0.112 0.05
H 5.04262 -3.01482 -1.83130 0.036 -0.094 -0.048 0.08
C -0.89163 -2.49953 -4.69949 -0.047 0.019 -0.074 -0.06
H 3.58211 2.50602 0.63260 -0.091 0.048 0.160 0.05
H -2.80165 -4.00170 -2.36799 -0.082 -0.097 0.055 0.10
```
Positions in Å, forces in eV/Å.

## Properties
ΔE to the lowest compared entry with this formula, charge and spin: 43.9 kcal per mole
net charge: 0
gap between HOMO and LUMO: 7.256 eV
E_LUMO: -0.47 eV



No. 3
ORCA calculation (ωB97M-V with the def2-TZVPD basis set) on a structure of composition C10H10BrErI at a distorted geometry.

The geometry in XYZ format:
```
23
Properties=species:S:1:pos:R:3:forces:R:3:lowdin_charge:R:1
H -2.29502 1.33055 -2.35532 0.198 -0.060 0.085 0.07
C 0.52972 -0.47124 -2.44590 -0.301 0.788 0.228 -0.16
H 1.13174 -1.32492 -2.72359 0.003 -0.070 0.389 0.09
C 0.71893 -1.96841 1.42246 -0.526 0.899 0.912 -0.17
H -0.05491 2.79240 -1.85809 -0.028 -0.402 -0.156 0.06
H -1.52579 -1.19167 -2.90816 -0.015 -0.011 0.334 0.09
H -1.16976 -0.50193 3.80005 0.200 0.053 -0.255 0.09
H 1.06812 -2.82837 0.87376 0.081 0.105 -0.264 0.07
H 2.15219 -0.30087 0.90332 -0.156 0.009 0.174 0.08
H 2.06831 1.10262 -2.02781 -0.176 -0.037 0.182 0.10
C 1.25439 -0.62610 1.42792 -0.404 -0.880 0.733 -0.33
Er -0.35272 0.74420 0.04482 -0.198 -1.917 1.405 0.61
Br 0.97760 2.87279 0.70683 0.687 1.016 0.272 0.04
C 0.53922 0.09297 2.45122 -0.343 -0.606 0.198 -0.33
C -0.09504 1.72773 -2.08071 -0.120 -0.566 -1.358 -0.36
C -0.88079 -0.39663 -2.55737 0.297 0.724 0.295 -0.16
C 1.02509 0.81942 -2.10178 -0.831 0.299 -0.951 -0.25
H 0.70929 1.11475 2.73805 0.114 0.080 0.062 0.02
C -1.28198 0.94937 -2.30703 0.905 0.220 -0.853 -0.28
H -0.88189 -2.89963 2.70199 0.129 0.057 -0.268 0.07
I -2.89215 1.74853 0.85110 -0.664 0.076 0.156 -0.01
C -0.29241 -2.03046 2.42054 -0.033 0.372 -0.398 -0.17
C -0.45215 -0.75510 3.02369 1.183 -0.150 -0.922 -0.16
```
Positions in Å, forces in eV/Å.

## Properties
multiplicity: 4
net charge: -1
gap between HOMO and LUMO (spin up / spin down): 7.408 / 7.425 eV
⟨S²⟩: 3.75
E_LUMO (spin up / spin down): 2.87 / 2.87 eV



No. 4
ORCA calculation (ωB97M-V with the def2-TZVPD basis set) on a cluster of 5 separate species, C13H29Cl4N3O3 in total at a distorted geometry.

The geometry in XYZ format:
```
52
Properties=species:S:1:pos:R:3:forces:R:3:lowdin_charge:R:1
H -2.49516 6.32437 0.45839 0.785 -0.584 -0.534 0.08
H 3.41650 1.48174 -1.09615 0.431 -0.164 -0.787 0.05
H 0.40091 -0.04221 2.38284 -0.539 -0.103 -0.010 0.08
H 3.15480 2.70979 -3.19211 -0.209 -0.611 0.224 0.05
C -1.45475 3.78219 2.11167 1.402 -0.172 2.139 -0.35
O -0.33027 0.94176 -1.43124 -0.108 -1.099 1.311 -0.05
H 1.38137 -0.81814 -3.85426 0.336 0.266 -0.536 0.06
C 0.40543 -0.33867 -3.77835 0.977 -0.675 0.416 -0.08
C 2.16101 -5.72877 -0.39794 0.041 1.183 0.330 -0.72
C 1.71839 -4.36653 0.23632 -0.726 -1.538 -1.092 -0.80
O -1.18855 4.38700 3.16312 -0.699 -0.239 -1.539 -0.03
N -1.07317 -1.59216 2.76706 0.320 -0.156 1.516 -0.17
C -1.38614 -2.78895 3.49741 0.522 -1.280 0.044 -0.14
C -2.13091 -0.95881 2.24712 2.322 1.442 -1.144 -0.36
H -1.21488 -3.65300 2.85540 0.316 -0.354 0.136 0.05
Cl 2.83896 4.86744 -2.73184 0.211 0.025 0.806 0.46
H 1.68426 -6.53715 0.15644 0.084 -0.014 -0.257 0.05
H 0.63144 -4.34366 0.15804 -0.165 -0.145 0.236 0.02
H -3.55644 3.20545 0.04723 -0.299 -0.353 -0.502 0.08
Cl 1.63684 -5.74018 -2.10514 -0.276 -0.125 -0.063 0.50
N -0.09423 -0.96055 -2.52200 0.111 -2.147 -0.861 -0.17
H 0.55581 0.73956 -3.83208 -0.208 -0.072 1.102 0.07
H -2.16600 3.66948 -0.92117 0.057 -0.289 -0.223 0.09
H 0.81142 -1.08835 3.72258 -0.211 -0.391 0.033 0.08
H 2.00524 -3.50349 -0.36450 0.895 0.100 0.531 0.02
H 4.60296 2.80659 -0.98036 -0.118 0.155 -0.652 0.07
C 0.34430 -1.07120 2.73790 -1.214 -0.220 -0.554 -0.03
Cl 2.79375 2.92810 0.37474 -1.249 1.201 2.871 0.59
H 0.89251 -1.67504 2.01474 0.226 -0.116 0.243 0.04
C 2.75298 3.10780 -2.26032 0.508 0.189 -1.321 -0.64
O -1.92019 0.09110 1.64962 -1.695 0.145 -0.201 -0.03
C -2.89574 5.45800 0.98474 -0.513 -0.318 0.905 -0.03
H -0.54047 -0.97298 -0.55114 -0.003 0.492 0.215 0.12
H -3.09622 5.88213 1.96862 0.303 -0.500 0.355 0.08
H -2.14670 2.18933 0.07516 0.657 0.369 0.636 0.07
C -2.46687 3.23026 0.02998 -1.337 0.228 -1.308 -0.07
H -3.06750 -1.53076 2.33578 -0.145 0.448 0.002 0.13
H -2.43141 -2.88450 3.79129 -0.096 0.532 -0.066 0.07
C -0.32701 -0.30385 -1.39903 -0.069 2.768 -1.117 -0.35
H 0.44465 -2.81927 -3.30572 -0.356 -0.459 0.101 0.06
H -0.10000 -0.53165 -4.72460 -0.744 -0.684 0.420 0.07
H 1.68282 2.91528 -2.18421 0.240 -0.301 0.238 0.05
H -1.23138 -2.67912 -2.52211 0.134 -0.745 -0.453 0.07
H -3.88689 5.27115 0.57145 0.043 -0.186 -0.211 0.07
C -0.16026 -2.48614 -2.46240 -0.329 2.091 -0.626 -0.09
Cl 2.09169 -4.36324 1.96563 0.358 0.288 -0.029 0.53
N -2.16001 4.16893 1.06071 -0.331 1.991 0.101 -0.18
H -1.07117 2.76586 1.93243 0.017 -0.068 0.192 0.13
H -0.80407 -2.90598 4.41152 0.182 0.131 -0.081 0.08
H 3.23942 -5.87068 -0.46860 -0.121 0.147 0.452 0.05
H 0.20339 -2.93230 -1.53676 0.208 0.494 -0.067 0.03
C 3.54554 2.56403 -1.08588 0.077 -0.577 -1.323 -0.75
```
Positions in Å, forces in eV/Å.

## Properties
multiplicity: 2
net charge: -1
gap between HOMO and LUMO (spin up / spin down): 2.144 / 9.306 eV
⟨S²⟩: 0.75
E_LUMO (spin up / spin down): 2.67 / 2.65 eV



Calculated total energy, -705.54185; -5107.38567; -4274.01650; -2743.40060 a.u. (same order as the records).